Entry 1:
This record from OMol25 describes 12 unconnected molecules or ions with the total composition C58H144N8O4 at a distorted geometry. The level of theory is ωB97M-V/def2-TZVPD.

LUMO energy	0.5504	eV
structure (SMILES)	CCN(CC)CC.CCN(CC)CC.CCN(CC)CC.CCN(CC)CC.CCN(CC)CC.CCN(CC)CC.CCN(CC)CC.CCN(CC)CC.C1CCOC1.C1CCOC1.CO.CO
HOMO energy	-0.286	hartree
F_max	2.123	eV/A
gap between HOMO and LUMO	8.342	eV

Atoms and positions in Å:
C: 4.2648 -2.9696 5.6992
C: 3.8196 -2.5435 4.3097
N: 4.8891 -1.9950 3.4880
C: 5.5225 -0.8270 4.0902
C: 6.7104 -0.3016 3.2845
C: 4.4222 -1.7256 2.1413
C: 3.7971 -2.9621 1.4309
H: 4.4571 -2.1423 6.3839
H: 5.1298 -3.6323 5.7364
H: 3.4444 -3.5022 6.1845
H: 3.4072 -3.4152 3.8067
H: 2.9937 -1.8417 4.4760
H: 4.8231 -0.0409 4.4014
H: 5.8177 -1.1340 5.0957
H: 6.3805 0.2611 2.4112
H: 7.2946 0.3882 3.8934
H: 7.2983 -1.1663 2.9776
H: 5.3266 -1.5062 1.5725
H: 3.7121 -0.9025 2.0213
H: 2.7768 -3.1609 1.7636
H: 4.4025 -3.8556 1.5902
H: 3.6744 -2.8860 0.3496
C: -5.8153 3.1833 3.2390
C: -4.6204 2.4690 3.8424
N: -4.0414 1.4893 2.9403
C: -3.6282 2.0621 1.6362
C: -2.4901 3.1132 1.7996
C: -2.9584 0.7451 3.5106
C: -3.4655 -0.1423 4.6780
H: -6.3380 3.7812 3.9865
H: -6.5238 2.4549 2.8444
H: -5.5325 3.8968 2.4641
H: -3.8340 3.1678 4.1481
H: -4.9866 1.9955 4.7536
H: -3.2139 1.2451 1.0460
H: -4.4087 2.5673 1.0705
H: -2.0143 3.2750 0.8285
H: -2.7586 4.1446 2.0336
H: -1.6642 2.7971 2.4354
H: -2.1472 1.3707 3.8963
H: -2.5001 0.0825 2.7754
H: -4.4040 -0.6188 4.3931
H: -3.6591 0.4366 5.5808
H: -2.7397 -0.9278 4.8880
C: -2.2799 -4.7334 1.9162
C: -1.3259 -3.7216 2.5840
N: -0.9625 -4.1277 3.9574
C: -0.2761 -5.4025 4.0265
C: 1.0688 -5.4520 3.2959
C: -0.4171 -3.0011 4.6780
C: -0.0865 -3.2912 6.1357
H: -1.7841 -5.6771 1.6913
H: -2.5529 -4.3402 0.9349
H: -3.1966 -4.8315 2.4964
H: -0.4413 -3.6206 1.9495
H: -1.8216 -2.7506 2.6142
H: -0.1741 -5.7320 5.0613
H: -0.8689 -6.2062 3.5877
H: 1.5848 -6.4104 3.3725
H: 0.9397 -5.2824 2.2258
H: 1.7872 -4.7137 3.6533
H: -1.1266 -2.1767 4.6094
H: 0.5239 -2.6694 4.2219
H: 0.7234 -4.0030 6.2935
H: -0.9683 -3.6336 6.6795
H: 0.2155 -2.3603 6.6189
C: 0.8981 4.0141 -2.6183
C: 1.4681 2.9393 -1.6649
N: 2.5300 3.4538 -0.7652
C: 3.7774 3.7394 -1.4240
C: 4.5079 2.4625 -1.9493
C: 2.0743 4.5340 0.0849
C: 0.9223 4.0490 0.9965
H: 1.7221 4.4544 -3.1785
H: 0.3562 4.7728 -2.0544
H: 0.2184 3.4747 -3.2781
H: 0.6771 2.5436 -1.0264
H: 1.7950 2.0838 -2.2559
H: 4.4688 4.2274 -0.7327
H: 3.7444 4.4980 -2.2133
H: 3.8679 1.9752 -2.6862
H: 4.6807 1.6646 -1.2265
H: 5.4561 2.8167 -2.3522
H: 2.9039 4.8195 0.7341
H: 1.8280 5.4578 -0.4461
H: -0.0830 4.1646 0.5923
H: 1.0937 3.0156 1.3004
H: 0.9021 4.6248 1.9236
C: 2.5237 4.5928 -6.2309
C: 2.5745 3.1331 -5.8191
N: 1.2772 2.4818 -5.7571
C: 0.3880 2.6799 -6.9089
C: 0.9984 2.1574 -8.2285
C: 1.3718 1.1243 -5.2297
C: 0.0499 0.5217 -4.8096
H: 3.4649 5.1280 -6.1071
H: 1.7863 5.1185 -5.6209
H: 2.2148 4.7332 -7.2673
H: 3.2436 2.6150 -6.5170
H: 3.1211 3.0487 -4.8779
H: -0.6012 2.2510 -6.7576
H: 0.2713 3.7623 -6.9676
H: 1.9501 2.6184 -8.4927
H: 1.1260 1.0755 -8.1745
H: 0.3500 2.3466 -9.0857
H: 2.0757 1.0335 -4.3996
H: 1.8775 0.4950 -5.9727
H: 0.1710 -0.4604 -4.3516
H: -0.6517 0.4468 -5.6401
H: -0.3860 1.1709 -4.0474
C: 0.8460 0.6260 4.6669
C: 0.6873 2.1382 4.6433
N: 0.3157 2.6924 5.9509
C: 0.3595 4.1526 5.9120
C: 1.6961 4.7497 5.3865
C: -1.0322 2.3188 6.4674
C: -1.2788 2.6730 7.9589
H: -0.1432 0.1663 4.6290
H: 1.3507 0.2501 5.5563
H: 1.3972 0.3542 3.7655
H: 1.6723 2.5406 4.4145
H: -0.0373 2.4602 3.8892
H: -0.4985 4.6053 5.4062
H: 0.3895 4.5295 6.9364
H: 2.5672 4.2936 5.8560
H: 1.7587 4.5308 4.3197
H: 1.6836 5.8297 5.5275
H: -1.0840 1.2309 6.3843
H: -1.8569 2.6316 5.8194
H: -1.4752 3.7351 8.1061
H: -0.3558 2.4493 8.4953
H: -2.0915 2.0961 8.3979
C: -3.6672 2.6698 -1.7159
C: -4.3371 2.2385 -2.9937
N: -4.2707 3.2560 -4.0737
C: -5.0079 2.8039 -5.2384
C: -6.5038 2.5050 -4.9350
C: -2.9251 3.6303 -4.3995
C: -2.8340 4.7935 -5.3982
H: -3.7566 1.8650 -0.9862
H: -4.1703 3.5243 -1.2617
H: -2.6030 2.8840 -1.8181
H: -3.8877 1.3059 -3.3501
H: -5.3644 2.0617 -2.6769
H: -5.0261 3.5740 -6.0071
H: -4.5377 1.8854 -5.6065
H: -7.0153 3.2861 -4.3729
H: -7.0531 2.4028 -5.8719
H: -6.6188 1.5511 -4.4200
H: -2.3309 2.8360 -4.8718
H: -2.3525 3.9604 -3.5336
H: -3.2955 5.6213 -4.8568
H: -3.3478 4.7183 -6.3566
H: -1.8071 4.9896 -5.7076
C: -1.4875 -8.2455 -1.1116
C: -0.1499 -7.8871 -1.7512
N: 0.4826 -6.7424 -1.0738
C: 1.8592 -6.5876 -1.5873
C: 2.7195 -5.6998 -0.7102
C: -0.3222 -5.5213 -1.0813
C: -0.5912 -4.8536 -2.4585
H: -1.4890 -8.2794 -0.0220
H: -1.9271 -9.1578 -1.5152
H: -2.2091 -7.4611 -1.3493
H: 0.5707 -8.7027 -1.6790
H: -0.2692 -7.6918 -2.8213
H: 1.9501 -6.2099 -2.6094
H: 2.2979 -7.5842 -1.5308
H: 2.7671 -6.0464 0.3234
H: 2.4794 -4.6389 -0.7645
H: 3.7593 -5.8494 -1.0104
H: -1.2829 -5.6780 -0.5937
H: 0.2256 -4.7907 -0.4839
H: -1.0983 -3.9060 -2.2745
H: 0.3122 -4.6106 -3.0207
H: -1.2146 -5.4028 -3.1658
C: 2.4403 -2.2932 -2.7022
O: 2.6241 -3.0917 -3.8635
H: 1.8453 -2.8706 -1.9961
H: 3.4203 -2.0453 -2.2932
H: 1.8504 -1.4340 -3.0281
H: 3.2884 -2.6834 -4.4231
C: 3.9186 2.0432 2.1223
O: 3.2566 1.3285 1.0958
H: 4.7313 2.6190 1.6737
H: 3.2145 2.7687 2.5400
H: 4.2768 1.4168 2.9364
H: 3.1345 1.9337 0.3525
C: -3.1024 -0.6683 -5.6886
C: -4.2222 -0.9035 -4.6984
C: -3.5125 -1.6383 -3.5625
O: -2.2649 -2.0202 -4.0876
C: -2.2317 -1.9159 -5.5028
H: -2.5344 0.2062 -5.3691
H: -3.4271 -0.5377 -6.7216
H: -4.9923 -1.5561 -5.1120
H: -4.6983 0.0336 -4.4103
H: -4.1460 -2.4811 -3.2804
H: -3.3744 -0.9563 -2.7220
H: -2.5361 -2.8243 -6.0238
H: -1.2150 -1.6194 -5.7625
C: -0.4050 0.1815 0.5999
C: -0.7968 0.0617 -0.8820
C: -0.6255 -1.4196 -1.0892
O: 0.1931 -1.9467 -0.0484
C: 0.6626 -0.8947 0.7780
H: -1.3215 -0.0310 1.1518
H: -0.0361 1.1826 0.8269
H: -0.0713 0.5797 -1.5135
H: -1.7587 0.4975 -1.1512
H: -0.1760 -1.5791 -2.0702
H: -1.5913 -1.9283 -1.0877
H: 1.6481 -0.5144 0.4957
H: 0.8061 -1.3190 1.7731

Atoms 1-2, force components in eV/Å:
-0.197 -0.206 0.690
0.429 -0.143 0.611

***

Entry 2:
This record from OMol25 describes a molecular structure, C11H38AsF6N8O7 at a distorted geometry. The level of theory is ωB97M-V/def2-TZVPD.

LUMO energy	2.4547	eV
HOMO energy	-0.236	hartree
F_max	2.471	eV/A
net charge	-1
gap between HOMO and LUMO	8.890	eV

Atoms and positions in Å:
As: -0.2522 0.2184 -0.4802
F: 0.3396 1.8446 -0.5944
F: 0.3756 0.0977 1.1548
F: -0.7405 -1.4681 -0.2748
F: -0.9123 0.2725 -2.1139
F: 1.2531 -0.3564 -1.1295
F: -1.8225 0.6625 0.1072
C: 3.3472 3.3585 -2.5330
O: 3.6935 3.6775 -3.6733
N: 3.5469 2.0960 -2.0438
N: 2.5494 4.1471 -1.7690
H: 4.1712 1.4930 -2.5450
H: 2.7612 1.6771 -1.5741
H: 2.1622 3.8095 -0.9058
H: 2.2451 5.0440 -2.0928
C: -2.7802 -5.2198 -0.0625
O: -1.8049 -5.8521 0.2881
N: -4.0341 -5.8084 -0.1231
N: -2.8353 -3.8939 -0.3875
H: -4.8117 -5.3907 -0.5921
H: -4.0102 -6.7865 0.1025
H: -2.0292 -3.2933 -0.4840
H: -3.6567 -3.5154 -0.8196
C: 3.9012 -1.6004 -2.6457
O: 4.2163 -0.5721 -2.0669
N: 4.5819 -2.0630 -3.7431
N: 2.9001 -2.4227 -2.2271
H: 4.3046 -2.9544 -4.1087
H: 5.3258 -1.5674 -4.1903
H: 2.7787 -3.3013 -2.6921
H: 2.2313 -2.1252 -1.5393
C: -5.2781 3.1544 -2.0912
C: -3.8613 2.6799 -1.7914
C: -2.7897 3.1242 -2.7926
O: -2.4161 4.4601 -2.6616
C: -1.1030 4.8088 -3.0544
N: -3.5362 2.7602 -0.3835
H: -5.6972 2.6305 -2.9479
H: -5.3228 4.2380 -2.2591
H: -5.9727 3.1074 -1.2468
H: -3.8741 1.6027 -2.0544
H: -3.1552 2.9687 -3.8234
H: -1.9934 2.3727 -2.7554
H: -0.3711 4.4066 -2.3516
H: -1.0402 5.8966 -3.0178
H: -0.9421 4.5088 -4.0929
H: -4.2336 2.2080 0.1088
H: -2.6919 2.2846 -0.0575
C: 1.5561 -0.6040 4.8367
C: 1.2156 -1.9543 4.2009
C: 1.0642 -2.9687 5.3384
O: 2.3056 -3.1139 6.0018
C: 2.2367 -3.2106 7.4002
N: -0.0224 -1.8395 3.4295
H: 0.6503 -0.2584 5.3482
H: 1.7695 0.1690 4.0917
H: 2.3937 -0.5374 5.5337
H: 2.0350 -2.2599 3.5470
H: 0.7129 -3.9486 5.0083
H: 0.3098 -2.5070 5.9917
H: 1.4728 -3.9201 7.7305
H: 2.0774 -2.2280 7.8614
H: 3.2172 -3.5434 7.7431
H: 0.1962 -1.0933 2.7728
H: -0.7761 -1.4668 3.9995
O: -0.1734 1.1183 -4.5204
H: -0.2407 1.0132 -3.5543
H: -0.8921 0.5822 -4.8650
O: 2.3548 1.9462 1.8387
H: 2.2914 0.9878 1.8704
H: 1.5290 2.2172 1.4268

Atoms 1-2, force components in eV/Å:
-0.011 -1.826 0.190
-0.415 -0.007 0.037

***

Entry 3:
This record from OMol25 describes a molecular structure, C19H18Cl5N4SSc. The level of theory is ωB97M-V/def2-TZVPD.

LUMO energy	-0.4394	eV
HOMO energy	-0.302	hartree
ΔE to the lowest compared entry with this formula, charge and spin	0.000	eV
F_max	0.414	eV/A
gap between HOMO and LUMO	7.785	eV

Atoms and positions in Å:
Sc: 1.8652 -0.8292 -0.0953
Cl: 4.6213 -1.0024 -0.9307
C: 4.7134 -0.2162 0.6531
C: 3.4955 0.0883 1.2242
C: 3.5558 0.7205 2.4532
Cl: 2.0519 1.1518 3.2304
C: 4.7569 1.0330 3.0850
Cl: 4.7785 1.8223 4.6118
C: 5.9607 0.6946 2.4590
Cl: 7.4584 1.0642 3.2129
C: 5.9505 0.0575 1.2180
Cl: 7.4130 -0.3668 0.4257
C: -2.6920 -1.9357 2.1443
C: -1.8606 -1.7105 0.9186
N: -2.3016 -2.1216 -0.2178
N: -1.4865 -2.0940 -1.3196
C: -0.1732 -1.5725 -1.0641
S: 1.0832 -1.4275 -2.3770
N: -0.7123 -0.8784 1.0969
N: 0.4311 -1.5377 1.7328
H: -3.5608 -2.5383 1.8923
H: -3.0133 -0.9819 2.5671
H: -2.1256 -2.4567 2.9213
H: -1.9724 -1.7709 -2.1450
H: 0.2113 -2.5068 1.9474
H: 0.6274 -1.0552 2.6066
C: -1.2584 1.7855 0.6352
C: -0.7994 1.0095 -0.6063
C: 0.3170 1.8605 -1.2445
C: -0.1869 -0.3362 -0.1460
C: -1.9635 0.8385 -1.5929
C: -1.7257 0.7446 -2.9652
C: -2.7591 0.5094 -3.8610
C: -4.0618 0.3670 -3.4055
C: -4.3170 0.4732 -2.0469
C: -3.2801 0.7094 -1.1556
H: -0.4120 1.9365 1.3077
H: -2.0294 1.2726 1.2047
H: -1.6398 2.7620 0.3297
H: 1.0604 2.0940 -0.4737
H: -0.0812 2.8096 -1.6115
H: 0.8076 1.3535 -2.0736
H: 0.2207 -2.3943 -0.4034
H: -0.7181 0.8253 -3.3462
H: -2.5412 0.4336 -4.9189
H: -4.8689 0.1789 -4.1016
H: -5.3277 0.3664 -1.6741
H: -3.5113 0.7708 -0.1015

Atoms 1-2, force components in eV/Å:
-0.019 -0.377 0.169
0.007 0.002 0.070

***

Q: Look up the gap between HOMO and LUMO of the second one.
A: 8.890 eV

***

Q: What is the formula in the first record?
A: C58H144N8O4

***

Repeat the third record exactly.
This record from OMol25 describes a molecular structure, C19H18Cl5N4SSc. The level of theory is ωB97M-V/def2-TZVPD.

LUMO energy	-0.4394	eV
HOMO energy	-0.302	hartree
ΔE to the lowest compared entry with this formula, charge and spin	0.000	eV
F_max	0.414	eV/A
gap between HOMO and LUMO	7.785	eV

Atoms and positions in Å:
Sc: 1.8652 -0.8292 -0.0953
Cl: 4.6213 -1.0024 -0.9307
C: 4.7134 -0.2162 0.6531
C: 3.4955 0.0883 1.2242
C: 3.5558 0.7205 2.4532
Cl: 2.0519 1.1518 3.2304
C: 4.7569 1.0330 3.0850
Cl: 4.7785 1.8223 4.6118
C: 5.9607 0.6946 2.4590
Cl: 7.4584 1.0642 3.2129
C: 5.9505 0.0575 1.2180
Cl: 7.4130 -0.3668 0.4257
C: -2.6920 -1.9357 2.1443
C: -1.8606 -1.7105 0.9186
N: -2.3016 -2.1216 -0.2178
N: -1.4865 -2.0940 -1.3196
C: -0.1732 -1.5725 -1.0641
S: 1.0832 -1.4275 -2.3770
N: -0.7123 -0.8784 1.0969
N: 0.4311 -1.5377 1.7328
H: -3.5608 -2.5383 1.8923
H: -3.0133 -0.9819 2.5671
H: -2.1256 -2.4567 2.9213
H: -1.9724 -1.7709 -2.1450
H: 0.2113 -2.5068 1.9474
H: 0.6274 -1.0552 2.6066
C: -1.2584 1.7855 0.6352
C: -0.7994 1.0095 -0.6063
C: 0.3170 1.8605 -1.2445
C: -0.1869 -0.3362 -0.1460
C: -1.9635 0.8385 -1.5929
C: -1.7257 0.7446 -2.9652
C: -2.7591 0.5094 -3.8610
C: -4.0618 0.3670 -3.4055
C: -4.3170 0.4732 -2.0469
C: -3.2801 0.7094 -1.1556
H: -0.4120 1.9365 1.3077
H: -2.0294 1.2726 1.2047
H: -1.6398 2.7620 0.3297
H: 1.0604 2.0940 -0.4737
H: -0.0812 2.8096 -1.6115
H: 0.8076 1.3535 -2.0736
H: 0.2207 -2.3943 -0.4034
H: -0.7181 0.8253 -3.3462
H: -2.5412 0.4336 -4.9189
H: -4.8689 0.1789 -4.1016
H: -5.3277 0.3664 -1.6741
H: -3.5113 0.7708 -0.1015

Atoms 1-2, force components in eV/Å:
-0.019 -0.377 0.169
0.007 0.002 0.070